# 1
26
Properties=species:S:1:pos:R:3 method="wB97M-V/def2-TZVPD" gap_ha=0.205 relative_energy_kcal_mol=13.29 homo_ev=-2.28 charge=-1
S -2.784 -1.194 -0.698
O -1.574 -1.733 0.051
O 1.604 1.764 -1.194
O -1.101 1.752 1.634
O -2.572 3.386 1.006
N -0.476 0.979 -0.394
C -0.547 0.666 0.988
C -1.637 1.843 -0.630
C 0.877 1.287 -0.357
C -1.895 2.417 0.721
C 1.847 1.477 2.104
C -2.404 -1.416 -2.490
C 1.526 -0.786 0.837
C 1.033 0.651 1.028
H -1.063 -0.314 1.218
H 1.409 2.420 2.174
H -1.926 -2.404 -2.585
H -1.640 -0.663 -2.765
H 2.511 -0.888 0.542
H -2.355 1.074 -1.081
H -3.390 -1.260 -2.929
H 2.841 1.554 1.744
H 0.854 -1.222 0.049
H 1.804 0.872 3.140
H 1.494 -1.395 1.801
H -1.463 2.524 -1.523

---

# 2
60
Properties=species:S:1:pos:R:3 method="wB97M-V/def2-TZVPD" gap_ha=0.281 relative_energy_kcal_mol=47.11 homo_ev=-7.45
S 0.364 2.334 -2.024
O -0.084 2.090 -3.471
N -0.979 -0.129 -4.487
N 3.197 1.202 1.893
N -2.590 3.103 4.394
N -1.983 -2.607 2.422
N 2.530 -2.206 0.600
C 2.709 3.329 1.526
C 1.830 -1.509 -0.341
C 1.100 -3.552 -0.492
C 2.240 2.096 1.375
C -3.188 -3.189 2.273
C -1.266 2.822 4.722
C 2.006 1.648 -2.108
C -2.259 -1.808 -5.282
C -2.649 -2.097 0.418
C -1.601 2.155 2.595
C 2.171 -3.485 0.340
C -0.936 -2.091 -5.450
C 3.988 3.222 1.977
C 0.875 -2.279 -0.976
C -0.153 -1.182 -4.845
C -1.652 -1.894 1.280
C -0.413 0.907 -1.258
C -0.570 2.347 3.632
C -2.219 -0.480 -4.815
C 4.303 1.933 2.167
C -2.749 2.820 3.035
C -3.589 -3.002 0.979
H 0.912 -1.013 -4.785
H 2.660 2.253 -1.481
H 2.139 4.220 1.305
H 2.606 -4.302 0.896
H -4.504 -3.371 0.540
H -0.752 -1.300 1.341
H -3.315 3.557 4.931
H -3.083 -2.476 -5.484
H -3.122 0.045 -4.542
H 3.104 0.206 2.033
H 2.359 1.447 -3.120
H 0.127 -2.047 -1.720
H -3.613 -3.684 3.133
H 5.170 1.435 2.575
H -3.698 3.013 2.557
H -0.841 2.983 5.701
H 1.240 1.802 1.092
H 0.505 2.314 3.536
H 3.197 -1.908 1.297
H -0.016 0.641 -0.278
H 2.006 0.602 -1.802
H -2.757 -1.775 -0.607
H -0.715 0.738 -4.039
H 4.649 4.025 2.270
H -1.381 -2.694 3.228
H 0.726 -4.500 -0.847
H -0.248 0.073 -1.939
H -1.613 1.794 1.577
H 1.983 -0.441 -0.301
H -0.652 -3.038 -5.884
H -1.503 0.902 -1.262

---

# 3
31
Properties=species:S:1:pos:R:3 method="wB97M-V/def2-TZVPD" gap_ha=0.181 relative_energy_kcal_mol=76.66 homo_ev=-11.19
Tl 0.654 0.788 3.188
S 2.740 -1.226 0.214
F 1.858 2.327 5.162
F 0.325 1.647 0.585
F 0.207 -1.963 3.104
O -2.078 0.613 2.219
O 2.561 -0.282 1.284
O -4.123 0.821 1.430
O 3.714 -2.257 0.332
O 2.969 -0.467 -1.173
C 3.593 1.320 -2.624
C 1.127 -1.996 -0.112
C -3.969 -0.460 -0.499
C -4.766 0.661 0.149
C -2.830 0.506 1.283
C 3.176 0.939 -1.199
C -2.537 -0.258 0.012
H -1.855 0.203 -0.699
H -4.277 -1.456 -0.181
H 3.744 2.393 -2.727
H -2.092 -1.202 0.322
H 3.985 1.157 -0.499
H 4.620 0.947 -2.655
H 1.209 -2.449 -1.105
H 2.894 0.901 -3.340
H 1.115 -2.867 0.540
H 2.348 1.602 -0.938
H -3.979 -0.449 -1.589
H -4.790 1.478 -0.575
H -5.808 0.367 0.250
H 0.267 -1.339 -0.161

---

# 4
63
Properties=species:S:1:pos:R:3 method="wB97M-V/def2-TZVPD" gap_ha="0.141 / 0.117" relative_energy_kcal_mol=195.07 homo_ev="-5.26 / -4.47"
Br 0.151 3.088 3.215
P -0.267 1.484 -2.487
P -0.652 -1.959 -1.960
Mg -2.566 -0.932 1.331
O -0.677 0.097 2.567
O -2.849 0.319 3.010
C -1.893 2.221 -2.424
C -0.088 -3.344 -3.064
C 3.605 -0.231 -1.635
C -1.097 0.741 7.110
C 2.345 1.895 -1.235
C -1.578 0.291 5.880
C 1.178 -1.028 -0.079
C -2.027 -2.775 -1.118
C -0.206 0.138 -3.735
C 0.710 2.688 -3.449
C -1.248 1.008 4.714
C -0.465 2.183 4.776
C 1.586 -1.658 -1.457
C -1.620 0.474 3.358
C -1.241 -0.943 -3.432
C -0.289 1.877 7.166
C 3.361 1.028 -0.690
C -1.743 -2.676 2.063
C 2.391 -0.834 -2.242
C 0.487 0.344 -0.147
C 0.941 1.554 -1.087
C 0.034 2.596 6.010
H -0.358 0.586 -4.733
H -1.630 -3.326 -0.255
H 0.701 -3.027 -3.762
H 1.833 -2.761 -1.365
H -1.429 -3.676 1.715
H -2.139 -0.646 5.782
H -2.236 -0.516 -3.209
H 0.689 3.642 -2.909
H 0.820 -0.261 -3.746
H 0.256 2.781 -4.440
H 0.509 2.454 -0.580
H 3.055 0.684 0.316
H 0.456 0.743 0.869
H 2.335 -0.856 -3.340
H -2.693 1.470 -2.362
H 4.166 -0.971 -1.019
H -2.805 -2.061 -0.774
H 2.626 2.923 -1.579
H -2.455 -3.482 -1.848
H 0.707 3.444 6.040
H 4.324 1.553 -0.540
H 1.747 2.338 -3.531
H -2.001 2.796 -3.358
H 2.066 -0.959 0.554
H -1.053 -2.272 2.818
H 0.146 2.202 8.110
H 4.227 0.147 -2.475
H -0.583 0.134 -0.364
H 0.275 -4.185 -2.462
H -1.939 2.906 -1.563
H -0.968 -3.652 -3.647
H -1.326 -1.602 -4.314
H -2.787 -2.674 2.491
H -1.330 0.179 8.018
H 0.511 -1.703 0.502